# 1
Entry from the Open Molecules 2025 dataset: 10 unconnected molecules or ions with the total composition C23H65N9O10 in a non-equilibrium geometry (ωB97M-V/def2-TZVPD).

Element x y z (Å)
C: 0.99653 1.25625 -2.08348
C: 2.23108 1.11802 -2.99657
C: 1.88126 1.69037 -4.41858
C: 1.80322 3.20394 -4.44705
C: 3.16973 3.69775 -3.99071
C: 3.55892 3.25010 -2.53233
N: 3.44821 1.78728 -2.47795
O: 3.81909 1.29696 -1.25933
C: 4.98873 3.59646 -2.37533
C: 2.68656 4.04137 -1.55159
C: 2.61217 -0.32164 -3.26097
H: 0.24873 0.47051 -2.19085
H: 0.41905 2.16486 -2.25391
H: 1.29418 1.28978 -1.03544
H: 2.62901 1.38439 -5.15026
H: 0.94369 1.30267 -4.81700
H: 0.92701 3.59865 -3.93269
H: 1.81910 3.42122 -5.51506
H: 3.00066 4.77354 -4.03768
H: 3.88747 3.47797 -4.78105
H: 5.61264 3.11471 -3.12816
H: 5.26063 4.64556 -2.49179
H: 5.31882 3.28516 -1.38425
H: 1.61768 3.95279 -1.74586
H: 2.87286 3.81271 -0.50225
H: 2.75958 5.12202 -1.67390
H: 2.86257 -0.88841 -2.36421
H: 3.59089 -0.43956 -3.72606
H: 1.80229 -0.87328 -3.73834
H: 4.72618 1.06686 -1.47345
C: -1.46530 -0.65974 1.45814
O: -0.73800 -1.44137 1.98864
N: -1.66123 -0.54705 0.23566
N: -2.02652 0.27060 2.15864
H: -1.93175 0.38940 -0.02885
H: -1.41852 -1.24024 -0.45765
H: -2.51089 0.96489 1.60778
H: -1.88253 0.32761 3.15670
C: -3.08506 -4.34372 1.80987
O: -3.25242 -3.83630 0.72730
N: -3.83917 -5.26566 2.40112
N: -2.06943 -4.02995 2.53274
H: -4.54819 -5.66601 1.80353
H: -3.55844 -5.74948 3.24207
H: -1.39623 -3.31870 2.28567
H: -1.94592 -4.58530 3.36726
C: -2.32947 -0.30175 5.33916
O: -1.34018 0.33106 4.97693
N: -2.33446 -1.54067 5.37964
N: -3.47967 0.20862 5.60028
H: -1.54352 -2.08923 5.07367
H: -3.25947 -1.94577 5.39817
H: -3.51548 1.21796 5.59279
H: -4.22053 -0.37280 5.96523
C: 0.54321 -3.29051 5.00909
O: 0.45345 -4.32937 5.64039
N: 0.74609 -3.30596 3.73298
N: 0.67721 -2.06951 5.56304
H: 0.51675 -2.54392 3.11105
H: 0.80570 -4.20051 3.26787
H: 0.51461 -1.22143 5.03919
H: 0.78866 -2.00299 6.56466
C: 3.12982 -0.19361 3.54973
C: 2.80204 -0.08666 2.03360
O: 3.74751 0.81028 1.47223
H: 4.13708 -0.59341 3.66672
H: 2.55628 -0.99660 4.01270
H: 2.86336 0.76537 3.99410
H: 1.74925 0.14353 1.87001
H: 2.89255 -1.06694 1.56566
H: 3.48552 0.87637 0.55104
C: 0.58962 2.67554 1.99728
C: -0.28981 2.99362 0.84639
O: -1.52543 3.37881 1.38250
H: 0.63245 3.46701 2.74550
H: 1.60984 2.41600 1.71461
H: 0.21738 1.71770 2.36073
H: -0.45780 2.11526 0.22320
H: 0.13437 3.83990 0.30604
H: -1.22761 4.24473 1.67076
C: -5.01223 1.39332 -1.29831
C: -4.23747 2.33369 -0.40129
O: -2.84306 2.39263 -0.69021
H: -4.82880 1.63828 -2.34448
H: -6.07791 1.17370 -1.23342
H: -4.67328 0.35799 -1.26210
H: -4.37287 2.02144 0.63422
H: -4.52855 3.38198 -0.46807
H: -2.35379 2.72301 0.06680
C: 0.93615 -3.88361 -1.54623
C: -0.40046 -3.78551 -0.80153
O: -1.32160 -2.86635 -1.34643
H: 1.63110 -4.44241 -0.91943
H: 1.37226 -2.92849 -1.83888
H: 0.90037 -4.48110 -2.45718
H: -0.24281 -3.54138 0.24900
H: -0.81948 -4.79161 -0.81920
H: -2.11839 -2.95386 -0.81817
C: -2.76451 -1.41974 -4.60536
C: -1.23173 -1.26996 -4.83019
O: -0.47924 -2.18803 -4.06457
H: -3.26428 -1.14651 -5.53470
H: -3.12463 -0.82435 -3.76636
H: -3.10906 -2.44155 -4.44634
H: -0.79445 -0.29793 -4.60207
H: -0.91143 -1.52462 -5.84047
H: -0.85810 -2.24710 -3.18447

Summary:
HOMO: -8.54 eV
Net charge: 0
SMILES: CC1(C)CCCC(C)(C)N1O.NC(N)=O.NC(N)=O.NC(N)=O.NC(N)=O.CCO.CCO.CCO.CCO.CCO
HOMO-LUMO gap: 8.864 eV


# 2
Entry from the Open Molecules 2025 dataset: 11 unconnected molecules or ions with the total composition C23H68N2O11 in a non-equilibrium geometry (ωB97M-V/def2-TZVPD).

Element x y z (Å)
C: -15.27704 -3.92448 5.50324
O: -14.67547 -3.09828 4.52229
H: -16.29476 -4.29380 5.40760
H: -15.46387 -3.28895 6.39775
H: -14.56097 -4.68561 5.82638
H: -13.95944 -3.47984 3.96357
C: -12.94996 -8.28342 2.50401
O: -12.89291 -8.61942 3.89227
H: -13.45868 -8.93300 1.79993
H: -11.91552 -8.12408 2.18447
H: -13.48526 -7.31620 2.49745
H: -13.65012 -9.22068 3.96558
C: -16.11963 -7.54933 -0.52753
O: -16.88257 -8.52622 -1.13148
H: -15.72549 -7.99792 0.41521
H: -16.71882 -6.70181 -0.25834
H: -15.30555 -7.24957 -1.21813
H: -17.81074 -8.38996 -1.27338
C: -16.37828 -6.50153 2.62668
O: -15.64947 -5.38829 2.35136
H: -16.87000 -6.25981 3.53004
H: -15.66910 -7.32296 2.87341
H: -17.09267 -6.85660 1.96515
H: -14.90272 -5.34008 2.97633
C: -11.92539 -5.48370 4.67430
O: -13.02110 -5.33542 3.80693
N: -11.01438 -4.53127 4.78443
N: -11.62288 -6.61895 5.23754
H: -11.20308 -3.55877 4.49143
H: -10.18120 -4.72478 5.37594
H: -12.13797 -7.46341 4.89477
H: -10.84804 -6.83306 5.87092
C: -12.05898 -4.54011 -1.16552
C: -12.65671 -4.78752 0.21031
C: -13.10606 -3.50064 1.00196
O: -13.60049 -5.64104 0.18827
H: -12.32451 -3.52338 -1.33994
H: -12.42249 -5.24055 -1.90307
H: -10.94262 -4.61686 -1.03443
H: -11.87975 -5.32489 0.77229
H: -13.89835 -2.94797 0.51013
H: -12.16037 -2.86063 1.11300
H: -13.33168 -3.55471 2.08849
H: -13.81388 -5.99088 1.04447
C: -15.16712 -9.12635 7.51936
C: -14.42497 -8.11456 6.62383
C: -15.34118 -7.53955 5.50690
O: -13.89797 -7.11133 7.14505
H: -15.74157 -8.56646 8.23987
H: -14.54809 -9.82592 8.07827
H: -15.96140 -9.70473 7.00071
H: -13.66431 -8.69465 6.21743
H: -15.73134 -8.30571 4.85542
H: -14.91323 -6.78690 4.92868
H: -16.27584 -7.15499 5.89604
H: -13.33938 -6.66153 6.53920
C: -19.84702 -6.15297 -0.01978
C: -20.32195 -7.08910 -1.10276
C: -20.69257 -6.33774 -2.37810
O: -19.51864 -8.03272 -1.27515
H: -19.71964 -6.77691 0.87246
H: -20.53305 -5.30162 0.10897
H: -18.95081 -5.63587 -0.35242
H: -21.26805 -7.52995 -0.72692
H: -21.61858 -5.73070 -2.31589
H: -20.79764 -6.92329 -3.24174
H: -19.82049 -5.71115 -2.65076
H: -20.00496 -8.84354 -1.35114
C: -19.72006 -6.93883 4.77890
C: -19.19059 -8.32553 5.15733
C: -18.80881 -8.31760 6.64183
O: -19.82924 -9.33350 4.69708
H: -20.62280 -6.85732 5.38381
H: -19.89937 -6.74587 3.70016
H: -19.00578 -6.19781 5.14818
H: -18.21407 -8.53607 4.80387
H: -19.64654 -8.86985 7.17287
H: -18.50672 -7.45841 7.20875
H: -17.90273 -8.85488 6.77405
H: -20.71152 -9.27634 5.10239
C: -15.88522 -10.42349 1.82825
C: -17.40880 -10.53279 2.23025
C: -18.28107 -9.59635 1.38833
O: -17.81268 -11.72037 2.20162
H: -15.52134 -9.50503 2.15033
H: -16.00911 -10.42499 0.77878
H: -15.15131 -11.25883 2.07588
H: -17.51419 -10.26219 3.26488
H: -18.35592 -9.99680 0.33790
H: -17.85553 -8.63579 1.37943
H: -19.26691 -9.48209 1.84692
H: -18.48496 -11.79432 2.90442
C: -18.56156 -1.40321 3.05002
C: -17.96444 -2.82991 3.04299
C: -18.96239 -3.91459 2.67459
O: -16.99433 -2.88203 2.29159
H: -17.78320 -0.66780 3.07151
H: -19.31304 -1.14046 3.83770
H: -19.12556 -1.19310 2.16315
H: -17.60984 -3.18510 3.99465
H: -19.57112 -4.01827 3.49397
H: -18.45709 -4.81276 2.44181
H: -19.53787 -3.57513 1.84474
H: -16.66179 -3.77322 2.19927

Summary:
HOMO: -8.50 eV
Net charge: 0
SMILES: NC(N)=O.CC(C)O.CC(C)O.CC(C)O.CC(C)O.CC(C)O.CC(C)O.CO.CO.CO.CO
Energy above the lowest of the compared OMol25 structures with the same formula, charge and spin: 771.3 kJ/mol
HOMO-LUMO gap: 8.584 eV


# 3
Entry from the Open Molecules 2025 dataset: a molecular structure, C23H68NO10S9 in a non-equilibrium geometry (ωB97M-V/def2-TZVPD).

Element x y z (Å)
C: -1.33663 -0.46415 0.74461
N: -0.44087 -0.59580 -0.39036
C: -0.61098 -1.91292 -0.97139
C: -0.78349 0.38439 -1.43420
C: 1.11604 -0.36251 -0.06868
C: 1.39536 0.97877 0.68472
O: 2.78835 0.95689 1.04877
H: -1.17908 -1.15205 1.50969
H: -2.30763 -0.64476 0.44254
H: -1.46317 0.61497 1.25668
H: 0.16534 -2.26275 -1.80224
H: -1.59426 -2.05215 -1.23260
H: -0.64185 -2.61059 -0.39130
H: -1.69828 0.28004 -1.88519
H: -0.16486 0.47293 -2.48365
H: -0.81460 1.36090 -0.80016
H: 1.64444 -0.47232 -0.97565
H: 1.55713 -1.20239 0.52701
H: 0.76025 1.14897 1.66915
H: 1.21882 1.97454 0.25939
H: 2.88445 1.76446 1.52842
C: -5.38017 2.90893 -2.41491
S: -3.75433 2.78737 -1.77666
O: -3.64662 1.48000 -1.03552
C: -2.72972 2.48600 -3.20398
H: -5.24746 3.55664 -3.22920
H: -5.95878 3.50076 -1.64518
H: -5.90046 2.06714 -2.83364
H: -2.84959 3.38313 -3.93893
H: -3.08985 1.61254 -3.62281
H: -1.66363 2.39507 -2.86124
C: 2.40417 5.32659 4.17744
S: 2.37582 3.54643 4.31396
O: 3.35646 2.98267 3.27553
C: 3.35473 3.44168 5.79617
H: 3.44848 5.54700 4.05552
H: 2.09152 5.98499 4.94514
H: 1.83609 5.58015 3.17626
H: 3.23921 2.41173 6.25604
H: 3.20268 3.99531 6.65872
H: 4.47985 3.59905 5.60015
C: -1.68958 4.05921 5.33908
S: -1.67054 2.26411 4.79832
O: -0.51706 2.13575 3.76436
C: -1.05868 1.76098 6.51252
H: -2.55860 3.96133 5.98116
H: -2.08287 4.73121 4.45304
H: -0.92956 4.48206 5.65078
H: -0.13515 2.23022 6.97731
H: -0.77820 0.66177 6.27537
H: -1.89103 1.72677 7.21738
C: -5.57621 -4.67117 1.52975
S: -3.85804 -4.45972 1.09016
O: -3.78653 -2.99452 0.82493
C: -3.15997 -4.91602 2.69071
H: -5.77370 -3.74883 2.40971
H: -5.91285 -5.69025 2.02745
H: -6.19253 -4.44167 0.65509
H: -2.85504 -5.88447 2.41285
H: -3.83016 -4.81273 3.40328
H: -2.27796 -4.41571 2.97553
C: 5.40863 2.07778 -4.13202
S: 3.80385 2.61848 -4.58182
O: 3.56450 1.76408 -5.82685
C: 3.14555 1.75326 -3.18378
H: 5.51225 3.10181 -3.67418
H: 5.99781 1.83077 -5.02571
H: 5.43647 1.02197 -3.54292
H: 2.94708 0.94814 -3.57950
H: 2.02018 1.92830 -3.05679
H: 3.62576 1.89619 -2.15628
C: 1.83998 4.83011 -0.35874
S: 0.13086 5.28496 -0.29524
O: -0.52132 3.93123 -0.82637
C: 0.10590 5.31295 1.55563
H: 2.23518 4.45896 -1.17479
H: 1.97374 3.97585 0.19773
H: 2.26371 5.69127 0.20373
H: -0.91602 5.50787 1.87270
H: 0.35890 6.17747 1.72568
H: 0.44950 4.44391 2.07175
C: 1.03428 -5.68771 -1.62372
S: 1.57116 -6.40339 -0.12346
O: 2.22467 -5.26143 0.73933
C: -0.00362 -6.58312 0.61988
H: 1.81405 -5.09697 -2.01249
H: 0.33850 -5.08867 -1.45837
H: 0.89267 -6.44848 -2.58011
H: -0.18596 -6.89324 1.61358
H: -0.70484 -7.19617 -0.01760
H: -0.39344 -5.59748 0.55933
C: -4.38444 -1.85467 -3.58557
S: -2.91939 -1.95008 -4.65972
O: -1.71372 -1.34895 -3.89050
C: -2.68622 -3.79445 -4.63004
H: -5.34038 -2.30563 -4.05157
H: -4.62454 -0.76935 -3.23831
H: -3.97658 -2.55022 -2.50553
H: -2.06636 -3.96256 -5.47485
H: -3.61557 -4.38994 -4.79243
H: -2.16486 -4.17174 -3.75621
C: 4.45034 -4.05114 -2.15496
S: 4.13856 -2.35925 -2.68703
O: 2.63946 -2.08233 -2.44848
C: 4.68945 -1.60547 -1.15549
H: 3.99621 -4.36916 -1.20928
H: 5.54765 -4.40560 -2.46827
H: 3.87055 -4.67054 -2.71875
H: 4.67678 -0.54319 -1.16333
H: 5.77010 -1.94597 -0.87377
H: 4.21436 -1.94448 -0.38169

Summary:
HOMO: -10.41 eV
Net charge: +1
Energy above the lowest of the compared OMol25 structures with the same formula, charge and spin: 356.5 kJ/mol
HOMO-LUMO gap: 8.963 eV